This record from the Open Molecules 2025 dataset describes the ion C4H6N with charge +1 at a distorted geometry. The level of theory is the ωB97M-V functional and the def2-TZVPD basis.

## Properties
- SMILES = C=[N+]1C=C1C
- frontier orbital gap (Ha) = 0.3918
- largest force on an atom (eV/A) = 4.87
- energy above the lowest of the compared OMol25 structures with the same formula, charge and spin (eV) = 2.889
- total charge = +1
- spin multiplicity = 1
- LUMO energy (eV) = -4.3
- HOMO (eV) = -14.9366

Structure (XYZ):
```
11
C4H6N | the Open Molecules 2025 dataset | the ωB97M-V functional and the def2-TZVPD basis
C -1.9504 0.7783 0.4187
N -0.9784 0.0693 0.0360
C -0.6006 -1.1180 -0.4874
C 0.3878 -0.2985 -0.0882
C 2.0752 0.0556 -0.0196
H -1.9282 1.8014 0.8374
H -2.9257 0.4547 0.0856
H -1.0053 -2.0677 -0.6685
H 2.3210 -0.2065 -1.0680
H 2.5300 -0.5515 0.7090
H 2.0744 1.0829 0.2450
```

What are the Mulliken partial charges on each atom? They are as follows, in elementary charge units: C -0.109; N -0.087; C -0.151; C 0.240; C -0.706; H 0.253; H 0.244; H 0.365; H 0.308; H 0.334; H 0.309